No. 1
This record from the Open Molecules 2025 dataset describes C4H6N2O in the gas phase. The level of theory is wB97M-V/def2-TZVPD.

The geometry in XYZ format:
```
13
Properties=species:S:1:pos:R:3:lowdin_charge:R:1
C 2.145 0.481 -0.521 -0.03
O 1.377 -0.837 -0.461 -0.06
C 0.095 -0.595 -0.130 -0.39
C -1.069 -1.318 0.058 -0.02
N -2.008 -0.333 0.390 0.03
C -1.385 0.855 0.381 -0.20
N -0.142 0.721 0.077 0.06
H 2.443 0.514 -1.559 0.08
H 2.923 0.311 0.207 0.08
H 1.711 1.474 -0.290 0.08
H -1.375 -2.356 0.009 0.11
H -2.980 -0.457 0.602 0.14
H -1.809 1.822 0.587 0.12
```

## Properties
Multiplicity = 1
Largest force on an atom = 1.4 eV/Å
SMILES = COc1c[nH]cn1
E_HOMO = -8.06 eV

No. 2
This record from the Open Molecules 2025 dataset describes a molecular structure, C4H6N2O. The level of theory is wB97M-V/def2-TZVPD.

The geometry in XYZ format:
```
13
Properties=species:S:1:pos:R:3:lowdin_charge:R:1
C 1.692 -0.281 -0.040 -0.01
C 0.516 0.529 0.358 -0.27
C -1.638 -0.697 0.127 -0.17
C 0.293 -0.680 -0.548 -0.35
H 2.112 -0.342 1.061 0.15
H 2.414 0.053 -0.753 0.08
H 0.285 0.396 1.366 0.12
H -0.621 2.339 0.112 0.15
H -2.614 -1.217 0.396 0.15
H 0.283 -0.390 -1.538 0.13
N -0.504 1.347 -0.337 -0.04
N -1.680 0.541 -0.147 0.03
O -0.538 -1.597 -0.056 0.03
```

## Properties
Multiplicity = 1
Largest force on an atom = 7.1 eV/Å
E_HOMO = -8.98 eV

No. 3
This record from the Open Molecules 2025 dataset describes 2 unconnected molecules or ions with the total composition C4H6N2O. The level of theory is wB97M-V/def2-TZVPD.

The geometry in XYZ format:
```
13
Properties=species:S:1:pos:R:3:lowdin_charge:R:1
C 0.669 -0.358 0.330 -0.08
C 0.234 0.893 -0.159 -0.19
N 1.203 1.559 -0.768 0.02
N 2.262 0.747 -0.676 -0.05
C 1.996 -0.411 -0.028 -0.11
H 0.087 -1.112 0.841 0.08
H -0.748 1.343 -0.092 0.08
H 3.135 1.044 -1.080 0.15
H 2.755 -1.166 0.123 0.11
C -2.902 -0.629 0.376 -0.13
O -2.286 -1.655 0.511 -0.01
H -3.896 -0.599 -0.110 0.08
H -2.510 0.344 0.730 0.07
```

## Properties
Multiplicity = 1
Largest force on an atom = 0.6 eV/Å
SMILES = c1cn[nH]c1.C=O
E_HOMO = -9.37 eV

No. 4
This record from the Open Molecules 2025 dataset describes C4H6N2O in the gas phase. The level of theory is wB97M-V/def2-TZVPD.

The geometry in XYZ format:
```
13
Properties=species:S:1:pos:R:3:lowdin_charge:R:1
C 2.176 -0.169 0.133 -0.03
C 0.718 -0.094 -0.175 -0.41
N 0.150 -0.448 -1.296 0.09
C -1.207 -0.244 -1.125 -0.10
C -1.441 0.229 0.133 -0.38
O -2.547 0.563 0.841 0.07
N -0.217 0.335 0.737 0.16
H 2.656 -0.761 -0.648 0.08
H 2.356 -0.656 1.099 0.07
H 2.651 0.819 0.158 0.08
H -1.923 -0.457 -1.908 0.10
H -3.313 0.204 0.378 0.11
H -0.059 0.678 1.672 0.16
```

## Properties
Multiplicity = 1
Largest force on an atom = 0.4 eV/Å
SMILES = Cc1ncc(O)[nH]1
E_HOMO = -8.03 eV

No. 5
This record from the Open Molecules 2025 dataset describes C4H6N2O in the gas phase. The level of theory is wB97M-V/def2-TZVPD.

The geometry in XYZ format:
```
13
Properties=species:S:1:pos:R:3:lowdin_charge:R:1
C -1.111 -0.764 -0.697 -0.14
C 0.481 1.024 -0.752 -0.13
C -1.443 -0.606 1.713 -0.21
C 1.540 1.629 -1.665 -0.14
N -1.178 -0.878 0.545 0.04
N -0.868 -1.030 2.809 0.04
O -0.034 -0.012 -1.387 -0.12
H -1.485 -1.564 -1.459 0.15
H 1.735 2.689 -1.436 0.05
H 2.478 0.909 -1.496 0.11
H 1.265 1.482 -2.844 0.11
H -0.160 -1.842 2.883 0.13
H -1.220 -1.038 3.786 0.10
```

## Properties
Multiplicity = 1
Largest force on an atom = 4.7 eV/Å
E_HOMO (alpha / beta) = -7.90 / -7.90 eV

No. 6
This record from the Open Molecules 2025 dataset describes C4H6N2O in the gas phase. The level of theory is wB97M-V/def2-TZVPD.

The geometry in XYZ format:
```
13
Properties=species:S:1:pos:R:3:lowdin_charge:R:1
O -1.842 1.031 1.231 0.13
C -0.868 0.373 0.639 -0.38
C 0.505 0.402 1.058 -0.16
N 1.297 0.990 -0.101 0.03
C 1.121 -0.445 -0.016 -0.33
C 0.071 -0.878 -1.033 -0.11
N -1.170 -0.425 -0.374 0.12
H -1.410 1.502 1.967 0.13
H 2.214 1.267 0.239 0.07
H 1.945 -1.116 0.232 0.13
H 0.228 -0.291 -1.938 0.11
H 0.022 -1.947 -1.255 0.11
H -2.102 -0.527 -0.756 0.16
```

## Properties
Multiplicity = 1
Largest force on an atom = 0.4 eV/Å
SMILES = OC1=C2N[C@@H]2CN1
E_HOMO = -7.48 eV

No. 7
This record from the Open Molecules 2025 dataset describes C4H6N2O in the gas phase. The level of theory is wB97M-V/def2-TZVPD.

The geometry in XYZ format:
```
13
Properties=species:S:1:pos:R:3:lowdin_charge:R:1
C 1.201 -0.686 -0.223 -0.10
N 0.062 -0.028 0.322 -0.13
C -0.957 0.668 -0.401 -0.20
N -1.636 1.459 0.631 0.08
C -1.138 1.261 1.799 -0.08
C 0.054 0.507 1.765 -0.41
O 0.909 0.308 2.555 0.12
H 2.017 -0.332 0.496 0.10
H 1.109 -1.886 -0.450 0.13
H 1.454 -0.089 -1.162 0.09
H -1.803 0.148 -0.794 0.12
H -0.456 1.231 -1.173 0.12
H -1.633 1.748 2.709 0.15
```

## Properties
Multiplicity = 1
Largest force on an atom = 5.0 eV/Å
SMILES = CN1CN=CC1=O
E_HOMO = -9.35 eV

No. 8
This record from the Open Molecules 2025 dataset describes C4H6N2O in the gas phase. The level of theory is wB97M-V/def2-TZVPD.

The geometry in XYZ format:
```
13
Properties=species:S:1:pos:R:3:lowdin_charge:R:1
C 0.991 1.368 0.210 -0.04
C -0.315 -1.256 0.311 -0.14
C -0.960 -0.035 -0.245 -0.40
C 0.963 -1.014 -0.456 -0.06
O -2.257 0.227 -0.080 0.08
N -0.129 0.964 -0.720 -0.01
N 1.152 0.354 -0.827 -0.08
H -2.474 1.062 -0.522 0.12
H 1.401 2.359 0.029 0.10
H 0.914 1.030 1.240 0.12
H -0.314 -1.276 1.437 0.11
H -0.832 -2.174 0.008 0.11
H 1.860 -1.608 -0.386 0.09
```

## Properties
Multiplicity = 1
Largest force on an atom = 1.1 eV/Å
E_HOMO (alpha / beta) = -6.37 / -7.67 eV

No. 9
This record from the Open Molecules 2025 dataset describes C4H6N2O2 in the gas phase. The level of theory is wB97M-V/def2-TZVPD.

The geometry in XYZ format:
```
14
Properties=species:S:1:pos:R:3:lowdin_charge:R:1
C 0.019 -0.860 1.572 0.11
C -0.290 -0.564 0.316 -0.28
O -1.178 -1.299 -0.411 0.01
C -1.650 -0.443 -1.446 -0.12
O -0.683 0.617 -1.604 0.04
C 0.124 0.587 -0.538 -0.35
N 1.012 1.480 -0.432 0.04
N 1.810 1.328 0.714 -0.02
H 0.742 -0.338 2.139 0.04
H -0.435 -1.740 2.015 0.08
H -2.630 -0.091 -1.197 0.13
H -1.655 -1.052 -2.358 0.14
H 2.592 1.987 0.586 0.08
H 2.222 0.389 0.644 0.08
```

## Properties
Multiplicity = 1
Largest force on an atom = 1.9 eV/Å
SMILES = C=C1OCO/C1=N/N
E_HOMO = -8.66 eV

No. 10
This record from the Open Molecules 2025 dataset describes 2 unconnected molecules or ions with the total composition C4H6N2O2. The level of theory is wB97M-V/def2-TZVPD.

The geometry in XYZ format:
```
14
Properties=species:S:1:pos:R:3:lowdin_charge:R:1
C -1.410 1.418 0.860 -0.10
C 0.768 -1.515 -0.737 0.00
N -0.972 0.328 0.009 0.04
C 1.499 0.503 -0.815 -0.46
O 0.523 1.236 -0.844 0.10
C -0.265 -0.716 0.540 -0.51
O 2.669 0.421 -0.820 0.19
N -0.686 -1.241 1.538 0.25
H -2.435 1.193 1.163 0.09
H -0.774 1.564 1.735 0.09
H -1.465 2.308 0.235 0.09
H -0.051 -2.228 -0.857 0.07
H 1.603 -1.975 -0.221 0.07
H 0.996 -1.297 -1.786 0.08
```

## Properties
Multiplicity = 1
Largest force on an atom = 4.1 eV/Å
E_HOMO (alpha / beta) = -9.68 / -8.99 eV

No. 11
This record from the Open Molecules 2025 dataset describes 2 unconnected molecules or ions with the total composition C4H6N2O2. The level of theory is wB97M-V/def2-TZVPD.

The geometry in XYZ format:
```
14
Properties=species:S:1:pos:R:3:lowdin_charge:R:1
C -1.077 -1.672 -0.102 -0.37
C -3.535 0.453 -0.135 -0.43
C 0.314 -0.199 1.271 -0.11
C -0.719 -0.397 0.199 -0.37
N -1.688 -2.647 -0.274 0.11
N -0.453 0.399 -1.128 0.16
O -3.061 0.992 -1.049 0.16
O -3.944 -0.057 0.806 0.24
H 0.017 0.753 1.793 0.08
H 1.297 -0.177 1.008 0.01
H 0.352 -1.163 1.941 0.13
H 0.551 0.538 -1.419 0.17
H -0.874 1.299 -1.051 0.10
H -1.089 -0.214 -1.614 0.12
```

## Properties
Multiplicity = 1
Largest force on an atom = 3.9 eV/Å
E_HOMO = -7.33 eV

No. 12
This record from the Open Molecules 2025 dataset describes 2 unconnected molecules or ions with the total composition C4H6N2O2. The level of theory is wB97M-V/def2-TZVPD.

The geometry in XYZ format:
```
14
Properties=species:S:1:pos:R:3:lowdin_charge:R:1
C 1.563 1.709 0.250 -0.13
C 0.584 1.239 -0.571 -0.10
C 1.135 -0.337 0.761 -0.15
C -0.569 -0.912 -0.939 0.11
N 1.885 0.677 1.085 0.06
N 0.332 -0.066 -0.347 -0.10
O -2.024 -0.211 1.388 -0.10
O -2.203 -1.015 0.260 -0.20
H 2.030 2.714 0.281 0.12
H 0.127 1.783 -1.397 0.13
H 1.199 -1.335 1.135 0.13
H -0.250 -1.895 -0.905 0.09
H -1.134 -0.635 -1.789 0.11
H -1.430 -0.616 1.977 0.04
```

## Properties
Multiplicity = 1
Largest force on an atom = 3.8 eV/Å
E_HOMO (alpha / beta) = -9.19 / -9.19 eV

No. 13
This record from the Open Molecules 2025 dataset describes a molecular structure, C4H6N2O2. The level of theory is wB97M-V/def2-TZVPD.

The geometry in XYZ format:
```
14
Properties=species:S:1:pos:R:3:lowdin_charge:R:1
C -1.424 -0.861 0.048 -0.25
C 0.519 0.542 -0.287 -0.15
C 1.914 -0.165 0.028 -0.01
C 0.119 -0.856 0.182 -0.29
H -2.712 0.939 -0.603 0.21
H -0.514 2.155 0.721 0.18
H 0.387 0.406 -1.231 0.07
H 2.167 -0.056 1.247 0.18
H 2.689 0.111 -0.597 0.08
H 0.541 -0.956 1.192 0.13
N -1.797 0.559 -0.101 -0.03
N -0.762 1.393 -0.122 -0.11
O -2.366 -1.689 -0.088 0.02
O 1.240 -1.521 -0.388 -0.04
```

## Properties
Multiplicity = 1
Largest force on an atom = 8.7 eV/Å
E_HOMO = -8.48 eV

No. 14
This record from the Open Molecules 2025 dataset describes a molecular structure, C4H6N2O2. The level of theory is wB97M-V/def2-TZVPD.

The geometry in XYZ format:
```
14
Properties=species:S:1:pos:R:3:lowdin_charge:R:1
C 1.873 0.563 0.331 -0.07
C 0.572 1.263 0.579 -0.65
C -0.893 -0.727 -0.430 -0.43
C -2.331 -0.963 -0.528 -0.15
H 2.476 1.575 0.136 0.09
H 2.220 -0.361 -0.704 0.15
H 2.304 -0.110 1.701 0.23
H -1.304 1.080 0.646 0.15
H 0.978 -1.486 -0.858 0.14
H -2.562 -1.478 -1.683 0.19
N -0.527 0.381 0.533 0.13
N -0.175 -1.352 -1.178 0.14
O 0.581 2.353 1.059 0.09
O -3.213 -0.738 0.398 0.00
```

## Properties
Multiplicity = 1
Largest force on an atom = 7.3 eV/Å
E_HOMO = -10.28 eV

No. 15
This record from the Open Molecules 2025 dataset describes C4H6N2O2 in the gas phase. The level of theory is wB97M-V/def2-TZVPD.

The geometry in XYZ format:
```
14
Properties=species:S:1:pos:R:3:lowdin_charge:R:1
H -0.354 0.824 -2.519 0.09
N 0.602 0.501 -2.215 0.15
C 0.513 0.379 -0.968 -0.36
N 1.631 -0.142 -0.150 0.06
O 1.065 -1.051 0.929 -0.06
C -0.272 -0.980 0.558 -0.25
C -1.568 -0.229 0.832 0.04
C -0.432 0.536 0.215 -0.37
O 0.079 1.401 1.223 -0.03
H 2.217 -0.864 -0.630 0.15
H -0.411 -1.600 -0.369 0.16
H -2.430 -0.543 0.188 0.13
H -1.792 0.259 1.771 0.11
H 1.152 1.509 1.136 0.19
```

## Properties
Multiplicity = 1
Largest force on an atom = 4.0 eV/Å
SMILES = [H]/N=C1/NO[C@H]2C[C@]12O
E_HOMO = -8.80 eV

No. 16
This record from the Open Molecules 2025 dataset describes C4H6N2O2S2 in the gas phase. The level of theory is wB97M-V/def2-TZVPD.

The geometry in XYZ format:
```
16
Properties=species:S:1:pos:R:3:lowdin_charge:R:1
C -0.530 -0.230 1.527 -0.17
C -0.359 1.088 1.240 -0.49
C -0.578 -0.986 -0.635 -0.25
C 0.022 0.289 -1.279 -0.16
N -1.298 -0.875 0.587 -0.51
N -0.853 1.671 -0.038 -0.45
O 0.311 1.920 2.004 0.07
O 1.313 0.459 -0.973 -0.02
S -2.928 -0.328 0.370 0.61
S -2.455 1.720 -0.274 0.54
H -0.371 -0.492 2.609 0.14
H -1.335 -1.397 -1.356 0.11
H 0.257 -1.711 -0.604 0.13
H -0.088 0.567 -2.310 0.13
H 0.265 2.837 1.604 0.15
H 1.559 0.360 0.016 0.16
```

## Properties
Multiplicity = 1
Largest force on an atom = 4.4 eV/Å
E_HOMO (alpha / beta) = -7.71 / -7.71 eV

No. 17
This record from the Open Molecules 2025 dataset describes C4H6N2O2S2 in the gas phase. The level of theory is wB97M-V/def2-TZVPD.

The geometry in XYZ format:
```
16
Properties=species:S:1:pos:R:3:lowdin_charge:R:1
C 0.810 0.282 0.794 -0.48
C -0.547 0.317 0.083 -0.59
C 2.547 1.361 -0.161 -0.23
C -2.965 -1.370 -0.380 -0.33
N 1.467 1.505 0.484 0.06
N -0.913 1.385 -0.532 0.14
O 1.566 -0.865 0.333 -0.34
O 4.137 -0.755 0.142 -0.45
S -1.304 -1.268 0.525 0.89
S 2.948 -0.340 -0.558 0.96
H 0.692 0.230 1.968 0.19
H 3.128 2.168 -0.553 0.09
H -2.797 -0.767 -1.279 0.03
H -3.693 -0.976 0.334 0.02
H -3.276 -2.418 -0.345 0.03
H -1.801 1.513 -0.855 0.01
```

## Properties
Multiplicity = 1
Largest force on an atom = 4.8 eV/Å
E_HOMO = -9.34 eV

No. 18
This record from the Open Molecules 2025 dataset describes C4H6N2O3 in the gas phase. The level of theory is wB97M-V/def2-TZVPD.

The geometry in XYZ format:
```
15
Properties=species:S:1:pos:R:3:lowdin_charge:R:1
H -2.349 -1.138 0.100 0.06
N -1.517 -1.731 0.024 0.16
C -0.458 -1.067 0.046 -0.27
C 0.968 -1.316 -0.222 -0.02
C 0.593 0.118 -0.521 -0.47
N 0.577 0.612 -1.789 0.15
O 0.745 1.064 0.492 0.04
C -0.571 1.174 1.071 -0.56
O -1.511 1.623 0.483 0.16
O -0.455 1.162 2.411 0.16
H 1.248 -1.930 -1.073 0.12
H 1.616 -1.444 0.640 0.12
H -0.176 0.361 -2.417 0.11
H 0.841 1.580 -1.916 0.11
H 0.448 0.931 2.670 0.13
```

## Properties
Multiplicity = 1
Largest force on an atom = 3.8 eV/Å
SMILES = [H]/N=C1/C[C@]1(N)OC(=O)O
E_HOMO = -8.29 eV

No. 19
This record from the Open Molecules 2025 dataset describes C4H6N2O3 in the gas phase. The level of theory is wB97M-V/def2-TZVPD.

The geometry in XYZ format:
```
15
Properties=species:S:1:pos:R:3:lowdin_charge:R:1
N -0.090 -2.940 -1.237 0.12
C -1.000 -2.222 -0.558 -0.50
O -1.857 -1.510 -1.053 0.09
C -1.021 -2.538 0.933 -0.26
N -1.094 -1.459 1.721 0.14
C -0.728 -3.814 1.327 0.00
C -0.204 -4.706 0.304 -0.39
O -0.739 -5.717 -0.114 0.12
O 1.389 -4.638 0.084 -0.09
H -0.315 -3.355 -2.132 0.12
H 1.069 -3.194 -0.941 0.23
H -1.214 -0.535 1.329 0.11
H -0.992 -1.533 2.723 0.11
H -0.643 -4.068 2.384 0.13
H 1.781 -4.084 0.767 0.06
```

## Properties
Multiplicity = 1
Largest force on an atom = 5.0 eV/Å
SMILES = NC(=O)/C(N)=C\C(=O)O
E_HOMO = -8.99 eV

No. 20
This record from the Open Molecules 2025 dataset describes C4H6N2O3S in the gas phase. The level of theory is wB97M-V/def2-TZVPD.

The geometry in XYZ format:
```
16
Properties=species:S:1:pos:R:3:lowdin_charge:R:1
O 1.065 -2.042 1.383 -0.31
S 0.681 -0.671 1.151 0.71
O -0.065 -0.069 2.174 -0.31
C 2.178 0.345 0.889 -0.32
O 1.862 1.650 1.064 -0.02
C -0.478 -0.481 -0.316 -0.36
N -0.117 -0.432 -1.599 0.06
C -1.206 -0.128 -2.330 -0.12
C -2.307 0.017 -1.410 -0.05
N -1.776 -0.187 -0.139 0.08
H 2.835 -0.046 1.626 0.10
H 2.530 0.009 -0.186 0.16
H 1.547 1.801 1.912 0.06
H -1.067 0.188 -3.328 0.08
H -3.365 0.204 -1.556 0.10
H -2.317 -0.157 0.666 0.13
```

## Properties
Multiplicity = 1
Largest force on an atom = 4.0 eV/Å
SMILES = O=S(=O)(CO)c1ncc[nH]1
E_HOMO = -9.25 eV

Which relative energy (zero: lowest compared OMol25 entry of this formula, charge and spin) belongs to each record? In order, 2.0674; 6.1617; 2.0879; 0.5562; 6.5086; 3.7580; 2.0996; 6.2651; 2.8955; 6.8660; 3.0752; 5.8632; 7.9390; 6.6906; 7.1127; 3.7296; 2.7605; 4.0838; 2.9592; 0.7189 eV.